# 1
A 2-piece molecular cluster, C3H8NOP overall, computed with the ωB97M-V functional and the def2-TZVPD basis.

Last column: Löwdin charge in e.
Geometry (Å):
1 C -0.004 -0.858 -0.103  -0.17
2 C 2.391 -0.069 -0.192  -0.09
3 C 0.944 0.235 -0.144  -0.25
4 N -2.030 0.536 -0.310  -0.36
5 O 0.070 -2.006 0.202  0.13
6 P -3.534 -0.219 0.038  0.63
7 H -2.019 1.134 -1.090  -0.07
8 H 2.546 -0.752 0.631  0.09
9 H 3.081 0.766 -0.189  0.09
10 H 2.697 -0.622 -1.023  0.06
11 H 0.574 0.990 -0.819  0.11
12 H 0.870 0.596 0.862  0.13
13 H -2.994 -1.217 0.922  -0.12
14 H -3.672 -1.015 -1.093  -0.16

Results
HOMO energy (spin up / spin down) = -7.39 / -8.20 eV
2S+1 = 1
Gap between HOMO and LUMO (spin up / spin down) = 6.97 / 8.51 eV
Maximum force = 3.003 eV Å⁻¹
DFT total energy = -590.3081 a.u.


# 2
C30H26B2F4N9O4Re as an isolated structure, computed with the ωB97M-V functional and the def2-TZVPD basis.

Last column: Löwdin charge in e.
Geometry (Å):
1 Re -0.647 0.694 1.572  1.83
2 O -0.558 1.203 3.611  -0.09
3 C 0.403 1.074 4.379  -0.12
4 C 1.681 0.495 4.112  -0.09
5 C 2.600 0.464 5.170  0.07
6 C 3.830 -0.130 5.017  -0.13
7 C 4.199 -0.714 3.792  0.05
8 C 3.331 -0.688 2.737  0.02
9 C 2.040 -0.083 2.837  -0.32
10 O 1.270 -0.074 1.821  -0.19
11 N 4.749 -0.153 6.137  -0.36
12 O 5.839 -0.637 5.943  0.11
13 O 4.358 0.311 7.183  0.10
14 H 0.252 1.432 5.405  0.16
15 H 2.333 0.903 6.122  0.14
16 H 5.178 -1.169 3.716  0.13
17 H 3.595 -1.139 1.794  0.13
18 B -1.752 3.997 2.092  -0.40
19 N -0.329 3.713 1.584  -0.04
20 C 0.613 4.652 1.509  -0.02
21 C 1.791 4.073 1.057  0.00
22 C 1.473 2.742 0.869  -0.10
23 N 0.189 2.535 1.206  -0.12
24 N -2.752 2.853 1.827  -0.04
25 C -4.066 3.022 1.965  -0.02
26 C -4.700 1.793 1.835  0.01
27 C -3.674 0.893 1.623  -0.10
28 N -2.500 1.551 1.605  -0.14
29 H -1.699 4.183 3.270  0.08
30 H -2.151 4.970 1.540  0.08
31 H 0.421 5.670 1.784  0.14
32 H 2.734 4.551 0.893  0.11
33 H 2.095 1.936 0.531  0.11
34 H -4.497 3.983 2.156  0.14
35 H -5.747 1.581 1.896  0.11
36 H -3.741 -0.173 1.518  0.11
37 C 0.714 -5.349 1.108  -0.06
38 C 0.990 -4.629 2.256  -0.05
39 C 1.201 -3.263 2.134  -0.16
40 N 1.149 -2.658 0.971  0.06
41 C 0.896 -3.328 -0.130  -0.15
42 C 0.673 -4.698 -0.114  -0.05
43 H 0.521 -6.411 1.166  0.11
44 H 1.020 -5.096 3.225  0.11
45 H 1.399 -2.648 3.001  0.10
46 H 0.865 -2.763 -1.050  0.09
47 H 0.474 -5.233 -1.028  0.11
48 F -1.617 -3.445 2.557  0.22
49 B -2.189 -2.543 1.743  -1.25
50 F -1.481 -1.186 2.065  -0.11
51 F -3.495 -2.316 1.972  0.20
52 F -1.913 -2.719 0.419  0.18
53 N -1.721 -0.334 -5.551  0.18
54 C -1.221 -0.208 -6.817  -0.18
55 C -1.802 -0.239 -8.076  -0.01
56 C -0.959 -0.072 -9.157  -0.07
57 C 0.417 0.153 -8.999  -0.08
58 C 1.004 0.193 -7.759  0.00
59 C 0.179 -0.006 -6.645  -0.22
60 N 0.478 -0.030 -5.326  0.19
61 C -0.660 -0.225 -4.686  -0.27
62 C -0.736 -0.223 -3.250  -0.09
63 C 0.461 -0.151 -2.519  0.03
64 C 0.428 0.017 -1.158  -0.10
65 N -0.713 0.150 -0.460  -0.09
66 C -1.857 -0.027 -1.136  -0.08
67 C -1.918 -0.226 -2.498  0.04
68 H -2.686 -0.489 -5.312  0.16
69 H -2.861 -0.383 -8.217  0.11
70 H -1.365 -0.105 -10.156  0.11
71 H 1.021 0.300 -9.882  0.11
72 H 2.056 0.384 -7.631  0.11
73 H 1.394 -0.211 -3.057  0.12
74 H 1.343 0.051 -0.586  0.11
75 H -2.774 0.012 -0.567  0.11
76 H -2.884 -0.363 -2.956  0.12

Results
Net charge = +1
HOMO energy (spin up / spin down) = -10.97 / -10.98 eV
2S+1 = 2
Gap between HOMO and LUMO (spin up / spin down) = 4.80 / 5.27 eV
Maximum force = 2.591 eV Å⁻¹
DFT total energy = -2480.0040 a.u.


# 3
The molecule C6H9N, computed with the ωB97M-V functional and the def2-TZVPD basis.

Last column: Löwdin charge in e.
Geometry (Å):
1 C -0.499 0.379 -1.701  -0.05
2 C -0.192 -0.790 -0.807  -0.24
3 C 0.778 -0.645 0.328  -0.30
4 C 1.007 0.785 0.987  -0.09
5 C -0.665 -0.922 0.613  -0.20
6 C -1.115 0.250 1.339  -0.28
7 N -1.782 0.974 1.950  0.17
8 H -0.413 1.318 -1.150  0.07
9 H 0.209 0.404 -2.537  0.08
10 H -1.513 0.315 -2.100  0.08
11 H -0.195 -1.759 -1.321  0.15
12 H 1.527 -1.437 0.506  0.15
13 H 1.226 0.781 2.085  0.10
14 H 1.780 0.447 0.051  0.14
15 H 0.689 1.790 0.701  0.07
16 H -0.926 -1.890 1.000  0.14

Results
Structure (SMILES) = C[C@@H]1[C@H](C)[C@@H]1C#N
HOMO energy = -8.89 eV
2S+1 = 1
Gap between HOMO and LUMO = 9.68 eV
Maximum force = 5.468 eV Å⁻¹
DFT total energy = -288.6069 a.u.


# 4
The molecule C3H5NO2, computed with the ωB97M-V functional and the def2-TZVPD basis.

Last column: Löwdin charge in e.
Geometry (Å):
1 C 0.514 -1.685 -0.115  -0.10
2 C 0.038 0.845 -0.997  -0.12
3 O 0.283 1.245 -2.079  0.15
4 C -0.189 0.521 0.267  -0.42
5 O 0.024 -0.731 0.799  -0.09
6 N -0.746 1.459 1.145  0.11
7 H 1.541 -1.449 -0.437  0.10
8 H 0.516 -2.650 0.400  0.09
9 H -0.130 -1.757 -1.008  0.10
10 H -0.290 2.360 1.179  0.09
11 H -1.753 1.539 1.129  0.09

Results
Structure (SMILES) = COC(N)=C=O
HOMO energy = -8.04 eV
2S+1 = 1
Gap between HOMO and LUMO = 8.83 eV
Maximum force = 0.853 eV Å⁻¹
DFT total energy = -322.4738 a.u.


# 5
C4H11NO2 as an isolated structure, computed with the ωB97M-V functional and the def2-TZVPD basis.

Last column: Löwdin charge in e.
Geometry (Å):
1 C -0.242 0.292 -0.467  -0.24
2 C 1.867 0.688 0.583  -0.20
3 C 0.721 -0.617 0.084  -0.11
4 C -1.199 1.054 0.401  -0.07
5 N -2.106 -1.650 -0.257  -0.04
6 O -1.058 -1.198 -1.129  -0.29
7 O 2.443 1.367 -0.497  -0.08
8 H 2.910 0.732 -1.056  0.09
9 H 0.050 0.785 -1.391  0.13
10 H -2.923 -1.700 -0.868  0.07
11 H -1.871 -2.619 -0.036  0.07
12 H 1.466 1.422 1.280  0.10
13 H 2.611 0.106 1.134  0.09
14 H 0.430 -1.150 0.987  0.11
15 H 1.307 -1.190 -0.632  0.11
16 H -1.043 2.131 0.322  0.08
17 H -1.146 0.765 1.455  0.08
18 H -2.217 0.782 0.088  0.08

Results
HOMO energy = -8.25 eV
2S+1 = 1
Gap between HOMO and LUMO = 9.18 eV
Maximum force = 6.026 eV Å⁻¹
DFT total energy = -364.0824 a.u.


# 6
A 2-piece molecular cluster, C2H3N2O overall, computed with the ωB97M-V functional and the def2-TZVPD basis.

Last column: Löwdin charge in e.
Geometry (Å):
1 C 1.412 0.728 0.211  -0.46
2 C -1.304 -0.101 -0.088  -0.05
3 N 1.951 1.742 0.466  0.04
4 N 0.985 -0.353 -0.338  -0.25
5 O 1.357 -1.543 -0.122  -0.19
6 H -1.131 -0.977 0.531  -0.04
7 H -1.535 0.914 0.380  0.00
8 H -1.735 -0.410 -1.039  -0.05

Results
Net charge = -1
HOMO energy (spin up / spin down) = -1.97 / -3.18 eV
2S+1 = 3
Gap between HOMO and LUMO (spin up / spin down) = 6.70 / 7.42 eV
Maximum force = 2.740 eV Å⁻¹
DFT total energy = -262.6020 a.u.


- Among the records above, which one has the highest DFT total energy?
  C2H3N2O